1.
{
  "formula": "C11H6F6N2O4S3SbSe4Tc",
  "method": "ωB97M-V/def2-TZVPD",
  "homo_ev": [-13.921, -13.915],
  "charge": 2,
  "gap_ev": [5.784, 5.779],
  "species": ["Sb", "Tc", "Se", "Se", "Se", "Se", "S", "S", "S", "F", "F", "F", "F", "F", "F", "O", "O", "O", "O", "N", "N", "C", "C", "C", "C", "C", "C", "C", "C", "C", "C", "C", "H", "H", "H", "H", "H", "H"],
  "coordinates": [[-2.04, -6.74, 1.68], [0.10, 0.22, 0.69], [-0.50, -1.96, 0.59], [-2.87, -9.03, 1.90], [-1.28, -4.12, 0.94], [-2.74, -7.57, 3.85], [1.39, 1.76, 1.96], [-1.64, -1.17, -3.46], [-0.85, 2.84, 1.02], [2.39, 2.40, 4.26], [-2.70, 3.62, 2.67], [-3.13, 3.88, 0.56], [-3.24, 1.91, 1.45], [3.58, 2.98, 2.54], [1.81, 4.11, 3.07], [-0.18, 4.09, 1.10], [-0.85, 2.01, -0.21], [1.72, 1.88, 0.54], [1.65, 0.37, 2.35], [1.37, -0.43, -1.11], [-0.30, 1.77, 2.14], [2.69, -0.35, -1.08], [-1.29, -0.86, -0.95], [3.43, -0.02, -2.21], [-2.55, -1.55, -1.10], [2.77, 0.25, -3.39], [1.39, 0.10, -3.44], [2.39, 2.94, 3.07], [-0.67, -0.66, -2.19], [-2.63, 3.08, 1.47], [-2.86, -1.77, -2.40], [0.73, -0.27, -2.28], [4.51, 0.04, -2.15], [-3.76, -2.20, -2.81], [3.31, 0.56, -4.27], [3.17, -0.53, -0.13], [-3.19, -1.83, -0.28], [0.84, 0.26, -4.36]]
}

=====

2.
{
  "formula": "C4H4O3",
  "method": "ωB97M-V/def2-TZVPD",
  "homo_ev": -9.490,
  "charge": 0,
  "gap_ev": 9.878,
  "species": ["O", "O", "O", "C", "C", "C", "C", "H", "H", "H", "H"],
  "coordinates": [[1.18, -1.47, -1.00], [1.56, 0.83, -0.76], [-0.08, 0.32, 1.73], [0.27, 1.07, -1.24], [-0.08, -0.12, 0.45], [0.99, -0.42, -0.44], [-1.01, -0.76, 1.37], [-0.79, -1.74, 1.82], [-0.20, 2.01, -1.02], [0.21, 0.75, -2.30], [-2.05, -0.46, 1.39]]
}

=====

3.
{
  "formula": "C25H23N3O4STl",
  "method": "ωB97M-V/def2-TZVPD",
  "homo_ev": [-2.117, -2.137],
  "charge": -1,
  "gap_ev": [4.558, 4.579],
  "species": ["Tl", "S", "O", "O", "O", "O", "N", "N", "N", "C", "C", "C", "C", "C", "C", "C", "C", "C", "C", "C", "C", "C", "C", "C", "C", "C", "C", "C", "C", "C", "C", "C", "C", "C", "H", "H", "H", "H", "H", "H", "H", "H", "H", "H", "H", "H", "H", "H", "H", "H", "H", "H", "H", "H", "H", "H", "H"],
  "coordinates": [[-0.84, 0.10, -0.49], [-4.87, 2.50, -0.70], [1.75, 0.22, -4.11], [-0.13, 0.22, -2.86], [1.65, 1.40, 2.95], [-0.14, 0.92, 1.71], [0.92, -2.93, 2.56], [1.27, 0.75, -0.59], [-0.93, 2.90, -0.77], [1.94, 0.64, -1.78], [-0.97, -2.73, -1.76], [-0.77, -2.13, -0.51], [-2.53, 4.66, -0.67], [-2.88, 0.87, -0.56], [-0.56, -2.97, 0.58], [-0.19, 5.16, -0.78], [-0.56, -4.36, 0.42], [-0.76, -4.93, -0.83], [1.04, -2.45, 3.92], [-0.32, -2.42, 1.96], [1.13, 0.36, -2.90], [2.07, -2.51, 1.78], [-4.07, 0.09, -0.53], [-5.21, 0.83, -0.60], [-0.98, -4.10, -1.93], [3.33, 1.26, 0.56], [-3.18, 2.20, -0.65], [-1.51, 5.59, -0.72], [4.01, 1.15, -0.65], [1.93, 1.05, 0.58], [3.34, 0.84, -1.83], [0.06, 3.79, -0.80], [-2.19, 3.31, -0.70], [1.10, 1.13, 1.72], [-0.37, -4.98, 1.28], [3.85, 0.75, -2.78], [1.03, 0.01, -4.72], [2.17, -1.41, 1.74], [1.06, 3.38, -0.85], [1.98, -2.87, 0.75], [-0.76, -6.00, -0.94], [-1.12, -2.10, -2.63], [2.98, -2.93, 2.22], [-3.56, 4.97, -0.61], [1.95, -2.86, 4.37], [-1.15, -2.70, 2.62], [1.10, -1.35, 3.98], [3.88, 1.51, 1.45], [0.19, -2.79, 4.51], [2.60, 1.52, 2.83], [-4.07, -0.99, -0.47], [0.64, 5.86, -0.82], [-1.74, 6.64, -0.70], [5.08, 1.30, -0.68], [-6.23, 0.48, -0.60], [-0.30, -1.32, 1.93], [-1.13, -4.53, -2.91]]
}

=====

4.
{
  "formula": "C5H11N",
  "method": "ωB97M-V/def2-TZVPD",
  "homo_ev": [1.578, -4.368],
  "spin_multiplicity": 2,
  "s2": 0.750,
  "charge": -1,
  "gap_ev": [2.760, 8.724],
  "species": ["N", "C", "C", "C", "C", "C", "H", "H", "H", "H", "H", "H", "H", "H", "H", "H", "H"],
  "coordinates": [[-0.02, -0.77, -0.11], [0.85, 1.31, -0.65], [-0.16, 0.26, -1.11], [0.14, -0.14, 1.18], [-0.93, -1.88, -0.20], [0.68, 1.29, 0.85], [-0.76, -2.45, -1.12], [0.86, -0.72, 1.76], [-1.98, -1.56, -0.11], [0.02, -0.13, -2.12], [-1.19, 0.66, -1.15], [1.84, 0.96, -0.95], [1.57, 1.49, 1.44], [-0.74, -2.58, 0.62], [0.67, 2.22, -1.22], [-0.81, 0.00, 1.71], [-0.04, 2.03, 1.17]]
}

=====

5.
{
  "formula": "C52H56AsBrIN3OSiTa",
  "method": "ωB97M-V/def2-TZVPD",
  "homo_ev": -10.357,
  "charge": 1,
  "gap_ev": 7.111,
  "species": ["Ta", "I", "Br", "As", "Si", "O", "N", "N", "N", "C", "C", "C", "C", "C", "C", "C", "C", "C", "C", "C", "C", "C", "C", "C", "C", "C", "C", "C", "C", "C", "C", "C", "C", "C", "C", "C", "C", "C", "C", "C", "C", "C", "C", "C", "C", "C", "C", "C", "C", "C", "C", "C", "C", "C", "C", "C", "C", "C", "C", "C", "C", "H", "H", "H", "H", "H", "H", "H", "H", "H", "H", "H", "H", "H", "H", "H", "H", "H", "H", "H", "H", "H", "H", "H", "H", "H", "H", "H", "H", "H", "H", "H", "H", "H", "H", "H", "H", "H", "H", "H", "H", "H", "H", "H", "H", "H", "H", "H", "H", "H", "H", "H", "H", "H", "H", "H", "H"],
  "coordinates": [[12.78, 13.10, 10.02], [13.00, 17.18, 10.60], [14.92, 20.04, 11.50], [10.09, 13.52, 10.27], [12.32, 13.67, 13.41], [15.07, 13.56, 10.18], [15.28, 10.22, 13.08], [13.16, 14.11, 11.87], [12.63, 13.60, 8.34], [11.83, 19.15, 8.72], [15.90, 13.72, 9.00], [7.61, 16.05, 8.33], [7.80, 17.30, 8.91], [8.74, 11.86, 12.15], [16.60, 14.88, 8.78], [7.16, 12.56, 13.80], [9.11, 12.65, 8.88], [13.74, 13.92, 6.19], [8.05, 10.87, 7.72], [13.66, 10.27, 11.19], [14.69, 15.55, 13.16], [17.34, 14.10, 6.64], [16.81, 14.53, 11.73], [13.59, 20.07, 10.13], [16.60, 10.76, 13.40], [8.42, 14.98, 8.73], [13.43, 21.26, 9.45], [12.46, 21.43, 8.47], [12.52, 14.23, 6.99], [14.45, 14.66, 12.12], [11.65, 20.38, 8.10], [11.27, 13.65, 6.28], [16.67, 12.91, 6.90], [9.01, 11.28, 8.63], [9.51, 16.45, 10.33], [13.00, 10.92, 10.13], [17.04, 15.38, 12.84], [9.37, 15.21, 9.72], [7.15, 11.77, 7.16], [12.06, 8.76, 9.46], [12.78, 19.00, 9.73], [12.86, 8.12, 10.38], [8.27, 13.57, 8.27], [10.94, 14.93, 13.69], [15.94, 12.70, 8.07], [13.60, 8.88, 11.25], [14.58, 11.02, 12.13], [13.36, 13.57, 14.95], [12.19, 10.16, 9.28], [15.97, 15.93, 13.51], [7.27, 13.87, 13.39], [17.30, 15.07, 7.62], [7.23, 13.13, 7.43], [11.66, 11.90, 13.29], [12.34, 15.72, 7.16], [8.74, 17.51, 9.91], [8.90, 13.17, 11.75], [8.12, 14.16, 12.32], [14.59, 9.82, 14.29], [15.50, 14.24, 11.36], [7.86, 11.53, 13.14], [10.89, 20.50, 7.32], [14.22, 8.40, 12.01], [16.60, 11.75, 13.93], [15.12, 8.99, 14.79], [14.51, 10.63, 15.02], [10.49, 15.23, 12.77], [7.26, 18.17, 8.55], [6.50, 13.82, 6.99], [15.42, 11.75, 8.24], [13.98, 11.82, 12.61], [10.36, 14.06, 6.72], [8.18, 15.17, 11.94], [11.46, 8.15, 8.80], [11.47, 15.83, 14.09], [14.63, 14.40, 6.57], [12.84, 7.05, 10.39], [14.34, 13.10, 14.71], [11.16, 12.56, 6.34], [17.64, 14.13, 11.19], [11.59, 11.52, 12.27], [6.39, 11.38, 6.51], [11.64, 15.91, 7.98], [6.84, 15.93, 7.59], [12.40, 22.36, 7.96], [17.90, 14.24, 5.73], [7.76, 10.48, 13.42], [11.73, 10.68, 8.46], [8.88, 18.48, 10.39], [13.57, 9.49, 14.05], [13.84, 15.94, 13.69], [15.34, 11.51, 11.50], [8.00, 9.83, 7.43], [10.65, 11.81, 13.72], [10.18, 16.55, 11.18], [9.34, 11.10, 11.65], [16.53, 15.69, 9.49], [12.84, 12.85, 15.60], [14.02, 22.14, 9.62], [13.59, 14.44, 15.54], [9.68, 10.56, 9.06], [13.57, 14.36, 5.22], [11.40, 18.23, 8.32], [17.17, 10.05, 14.02], [6.48, 12.27, 14.59], [16.11, 16.65, 14.33], [13.32, 16.14, 7.39], [13.86, 12.84, 6.10], [10.21, 14.54, 14.43], [11.30, 13.98, 5.23], [18.06, 15.63, 13.01], [12.33, 11.23, 13.84], [6.73, 14.65, 13.86], [16.62, 12.13, 6.18], [11.96, 16.20, 6.27], [17.13, 10.91, 12.44], [17.84, 16.00, 7.51]]
}

=====

6.
{
  "formula": "C2H2N2O2",
  "method": "ωB97M-V/def2-TZVPD",
  "homo_ev": -11.255,
  "charge": 0,
  "gap_ev": 6.430,
  "species": ["O", "O", "N", "N", "C", "C", "H", "H"],
  "coordinates": [[0.97, 1.42, 1.04], [1.06, 1.30, -1.12], [0.94, 0.80, -0.01], [-3.21, -0.36, 0.00], [0.78, -0.57, 0.06], [-2.09, -0.42, -0.15], [0.76, -1.04, 1.03], [0.79, -1.13, -0.86]]
}

=====

7.
{
  "formula": "C3H4LaO2",
  "method": "ωB97M-V/def2-TZVPD",
  "homo_ev": [-17.693, -18.058],
  "spin_multiplicity": 2,
  "s2": 0.760,
  "charge": 2,
  "gap_ev": [7.069, 7.057],
  "species": ["La", "O", "O", "C", "C", "C", "H", "H", "H", "H"],
  "coordinates": [[0.51, -0.61, 2.50], [0.84, 0.81, -0.78], [1.89, 1.97, 0.84], [-0.13, -0.26, -0.97], [1.11, 1.15, 0.45], [-0.87, -0.57, 0.31], [-1.29, -1.59, 0.26], [-1.72, 0.11, 0.50], [0.43, -1.12, -1.35], [-0.78, 0.12, -1.77]]
}

=====

8.
{
  "formula": "C19H26Br2IIrN4O2",
  "method": "ωB97M-V/def2-TZVPD",
  "homo_ev": [-17.825, -18.006],
  "spin_multiplicity": 6,
  "s2": 8.783,
  "charge": 3,
  "gap_ev": [7.798, 5.469],
  "species": ["Ir", "I", "Br", "Br", "O", "O", "N", "N", "N", "N", "C", "C", "C", "C", "C", "C", "C", "C", "C", "C", "C", "C", "C", "C", "C", "C", "C", "C", "C", "H", "H", "H", "H", "H", "H", "H", "H", "H", "H", "H", "H", "H", "H", "H", "H", "H", "H", "H", "H", "H", "H", "H", "H", "H", "H"],
  "coordinates": [[1.31, 0.10, 0.12], [2.82, -2.04, 0.94], [2.37, -0.95, -2.75], [-0.55, 0.33, -3.31], [-5.68, -1.75, 0.57], [-0.48, 1.15, 0.80], [1.71, 1.85, -1.13], [-3.94, 1.69, 1.38], [-0.14, -1.52, -0.13], [1.94, 0.96, 2.15], [-3.63, -0.59, 0.60], [1.93, 3.55, 0.72], [1.63, -3.23, -0.29], [1.01, -0.51, -4.07], [-1.41, -1.50, 0.12], [0.37, -2.76, -0.64], [-2.25, -0.40, 0.52], [-4.33, -1.86, 0.22], [2.48, 3.04, -0.61], [-1.72, 0.87, 0.87], [0.14, -4.73, -2.02], [-2.09, 3.11, 2.04], [-4.44, 0.55, 0.96], [-0.36, -3.52, -1.55], [-2.63, 1.88, 1.42], [2.86, 3.27, 1.90], [2.15, -4.43, -0.75], [1.38, -5.19, -1.62], [3.18, 1.80, 2.11], [-3.86, -2.69, 0.78], [3.73, 1.67, 3.04], [1.46, 0.18, -4.78], [3.82, 3.79, 1.75], [0.77, 2.15, -1.40], [3.13, -4.76, -0.44], [2.43, 3.69, 2.81], [2.10, 0.16, 2.75], [-2.86, 3.58, 2.65], [-1.20, 2.91, 2.63], [1.17, 1.48, 2.57], [-1.91, -2.46, 0.02], [3.82, 1.41, 1.32], [1.77, -6.13, -1.98], [2.15, 1.51, -1.98], [0.71, -1.44, -4.53], [0.96, 3.08, 0.90], [-5.51, 0.48, 0.86], [-6.24, -2.23, -0.05], [-1.82, 3.81, 1.24], [2.43, 3.81, -1.38], [-4.18, -2.06, -0.84], [-0.45, -5.31, -2.73], [3.52, 2.73, -0.53], [1.74, 4.62, 0.66], [-1.31, -3.16, -1.92]]
}

=====

9.
{
  "formula": "C15H38BN2O7PS",
  "method": "ωB97M-V/def2-TZVPD",
  "smiles": "OP(O)(=S)BC[C@@H]1CO1.COCCNCCOC.COCCNCCOC",
  "homo_ev": -8.209,
  "charge": 0,
  "gap_ev": 7.396,
  "species": ["S", "P", "O", "O", "O", "O", "O", "O", "O", "N", "N", "C", "C", "C", "C", "C", "C", "C", "C", "C", "C", "C", "C", "C", "C", "C", "B", "H", "H", "H", "H", "H", "H", "H", "H", "H", "H", "H", "H", "H", "H", "H", "H", "H", "H", "H", "H", "H", "H", "H", "H", "H", "H", "H", "H", "H", "H", "H", "H", "H", "H", "H", "H", "H", "H"],
  "coordinates": [[4.29, -1.94, 1.03], [4.75, -1.91, 2.90], [2.25, 3.65, -2.02], [1.67, -0.96, -2.44], [-1.53, 1.36, 0.28], [0.35, -1.19, 3.05], [5.06, -0.44, 3.53], [-5.05, -0.65, -1.91], [6.14, -2.63, 3.30], [-3.03, -1.42, 0.13], [0.03, 1.67, -1.75], [-2.06, 0.61, 1.37], [-0.28, 0.27, -1.52], [-2.11, -0.90, 1.13], [1.63, -0.51, 3.11], [1.50, -1.92, 2.67], [-2.45, 1.69, -0.74], [-5.29, -1.52, -0.81], [0.88, -0.71, -1.30], [1.99, -3.03, 3.59], [2.69, -0.01, -2.69], [-4.37, -1.22, -3.00], [0.73, 2.33, -0.66], [1.90, 4.08, -3.31], [-4.44, -1.15, 0.38], [1.20, 3.71, -1.05], [3.44, -2.73, 4.07], [-3.04, 1.02, 1.66], [-0.85, -0.09, -2.37], [-5.10, -2.56, -1.11], [-4.84, -2.16, -3.31], [1.32, -3.05, 4.45], [1.52, -0.41, -0.46], [1.40, 5.06, -3.28], [3.10, 0.39, -1.76], [-2.78, -1.05, -0.77], [-4.64, -0.10, 0.62], [-1.10, -1.20, 0.84], [1.23, 3.38, -3.82], [1.84, -0.27, 4.15], [-1.38, 0.77, 2.20], [-6.34, -1.43, -0.54], [4.38, 0.21, 3.29], [-2.32, -1.38, 2.09], [6.87, -2.00, 3.39], [1.61, -2.08, 1.60], [2.82, 4.17, -3.88], [1.60, 4.21, -0.17], [0.57, 1.76, -2.60], [3.49, -0.53, -3.23], [0.43, -1.67, -1.03], [0.37, 4.30, -1.44], [1.70, 0.27, 2.36], [-2.09, 2.60, -1.22], [1.94, -4.00, 3.08], [2.34, 0.82, -3.31], [-3.32, -1.41, -2.79], [-4.76, -1.75, 1.24], [-0.93, 0.20, -0.64], [-3.45, 1.87, -0.34], [3.81, -2.98, 5.18], [0.04, 2.42, 0.19], [-4.44, -0.51, -3.82], [1.61, 1.76, -0.31], [-2.51, 0.91, -1.51]]
}

=====

10.
{
  "formula": "C30H27N5OS2ScSe",
  "method": "ωB97M-V/def2-TZVPD",
  "homo_ev": [-0.585, -1.220],
  "spin_multiplicity": 2,
  "s2": 0.785,
  "charge": -2,
  "gap_ev": [4.192, 4.824],
  "species": ["Se", "Sc", "S", "S", "O", "N", "N", "N", "N", "N", "C", "C", "C", "C", "C", "C", "C", "C", "C", "C", "C", "C", "C", "C", "C", "C", "C", "C", "C", "C", "C", "C", "C", "C", "C", "C", "C", "C", "C", "C", "H", "H", "H", "H", "H", "H", "H", "H", "H", "H", "H", "H", "H", "H", "H", "H", "H", "H", "H", "H", "H", "H", "H", "H", "H", "H", "H"],
  "coordinates": [[8.76, 13.90, 14.34], [8.94, 18.17, 13.46], [4.73, 15.91, 13.72], [12.01, 18.72, 13.37], [8.89, 18.54, 15.48], [7.01, 17.55, 13.64], [9.28, 18.94, 17.64], [8.92, 20.18, 12.72], [10.76, 22.95, 4.26], [9.20, 17.66, 11.34], [9.85, 17.63, 9.16], [10.71, 22.29, 7.74], [9.66, 16.31, 9.58], [9.92, 10.00, 12.08], [10.81, 11.12, 12.10], [9.05, 22.11, 11.50], [10.20, 21.81, 6.51], [9.38, 16.36, 10.94], [10.55, 12.22, 12.89], [9.70, 20.60, 9.02], [10.47, 22.45, 5.27], [9.37, 20.61, 6.62], [11.65, 13.29, 13.12], [10.50, 21.77, 8.98], [8.70, 10.13, 12.72], [9.20, 20.68, 11.46], [9.07, 20.11, 7.87], [10.70, 17.19, 16.57], [6.93, 11.47, 13.92], [10.27, 8.76, 11.27], [6.04, 16.88, 13.62], [9.51, 19.92, 10.30], [9.60, 18.46, 10.31], [8.76, 22.43, 12.82], [8.74, 21.25, 13.56], [9.56, 18.23, 16.51], [11.26, 17.55, 14.12], [11.19, 16.56, 15.24], [8.31, 11.28, 13.38], [9.26, 12.32, 13.48], [12.11, 16.04, 15.36], [8.56, 19.68, 17.54], [10.25, 16.39, 17.17], [9.23, 15.47, 11.57], [11.25, 23.19, 7.60], [8.51, 19.17, 7.92], [11.38, 14.25, 12.67], [9.84, 18.93, 18.47], [11.48, 17.61, 17.23], [11.76, 11.04, 11.54], [10.89, 22.14, 9.93], [9.53, 8.54, 10.49], [6.92, 11.89, 14.93], [9.77, 15.39, 8.98], [8.56, 23.47, 13.18], [11.18, 8.94, 10.75], [6.39, 12.23, 13.34], [6.36, 10.49, 14.01], [11.77, 13.49, 14.22], [8.59, 21.15, 14.62], [12.60, 12.94, 12.68], [10.32, 7.86, 11.98], [10.39, 15.80, 14.99], [9.07, 20.11, 5.70], [10.29, 18.03, 8.27], [8.06, 9.29, 12.72], [8.93, 22.65, 10.58]]
}